# C8H8AsAuO7S2

A molecular structure, C8H8AsAuO7S2 in a non-equilibrium geometry (ωB97M-V/def2-TZVPD, the OMol25 dataset).

Total charge: -2
Relative energy (zero: lowest compared OMol25 entry of this formula, charge and spin) (kcal/mol): 40.3
HOMO energy (eV): -1.051

```
27
C8H8AsAuO7S2 | the OMol25 dataset | ωB97M-V/def2-TZVPD
Au -0.171 -0.818 0.069
O 0.904 1.634 3.316
As 0.411 -0.024 3.048
O -0.010 -0.560 4.535
O -0.876 -0.091 1.970
C 1.898 -1.090 2.347
C 1.914 -2.395 2.827
C 2.865 -3.300 2.389
C 3.825 -2.912 1.467
C 3.802 -1.627 0.949
C 2.844 -0.724 1.380
S 2.785 0.858 0.539
O 3.272 1.849 1.503
O 3.631 0.746 -0.633
O 1.359 1.063 0.239
H 1.643 1.893 2.728
H 1.149 -2.685 3.537
H 2.841 -4.319 2.755
H 4.570 -3.620 1.123
H 4.492 -1.304 0.182
S -1.065 -3.059 -0.032
C 0.050 -0.025 -2.808
C 0.641 -0.998 -1.807
O 1.564 -1.699 -2.099
H 0.466 -0.198 -3.801
H 0.300 0.983 -2.466
H -1.036 -0.121 -2.820
```

# C13H34O6PS2Si

3 unconnected molecules or ions with the total composition C13H34O6PS2Si in a non-equilibrium geometry (ωB97M-V/def2-TZVPD, the OMol25 dataset).

Total charge: -1
HOMO energy (eV): -2.628

```
57
C13H34O6PS2Si | the OMol25 dataset | ωB97M-V/def2-TZVPD
C 2.760 -2.577 -0.441
C 2.539 -1.151 -0.928
P 1.165 -0.924 -2.202
C 0.314 0.542 -1.373
C 0.176 -2.385 -2.114
Si -1.073 -2.624 -0.824
C -2.816 -2.189 -1.464
C -1.188 -4.462 -0.354
C -0.744 -1.734 0.818
H 1.964 -2.922 0.214
H 3.708 -2.652 0.101
H 2.798 -3.258 -1.289
H 3.452 -0.833 -1.441
H 2.415 -0.458 -0.092
H -0.766 0.467 -1.496
H 0.547 0.630 -0.310
H 0.658 1.458 -1.859
H -0.333 -2.432 -3.083
H -2.986 -1.114 -1.537
H -2.857 -2.581 -2.483
H -3.635 -2.656 -0.909
H -0.226 -4.737 0.083
H -1.345 -5.064 -1.248
H -1.959 -4.690 0.388
H -1.138 -0.719 0.852
H -1.192 -2.291 1.647
H 0.327 -1.688 1.009
O 4.014 2.693 0.236
S 4.000 3.154 -1.117
O 3.530 2.308 -2.160
O 5.465 3.672 -1.477
C 6.548 2.748 -1.213
C 6.640 1.643 -2.244
C 3.177 4.704 -1.212
H 6.428 2.348 -0.205
H 7.438 3.374 -1.224
H 5.782 0.975 -2.194
H 7.545 1.059 -2.067
H 6.682 2.061 -3.250
H 3.562 5.357 -0.434
H 2.121 4.494 -1.055
H 3.338 5.122 -2.201
O -7.060 -0.218 2.960
S -6.074 0.698 3.446
O -6.166 2.076 3.073
O -4.638 0.138 3.134
C -4.338 -0.283 1.768
C -4.082 0.889 0.850
C -5.971 0.587 5.199
H -5.145 -0.918 1.404
H -3.445 -0.894 1.869
H -4.985 1.475 0.683
H -3.722 0.519 -0.110
H -3.325 1.548 1.274
H -5.883 -0.458 5.478
H -6.889 1.018 5.593
H -5.110 1.159 5.531
```

# C9H17O2Si

A gas-phase ion, C9H17O2Si (charge -1) in a non-equilibrium geometry (ωB97M-V/def2-TZVPD, the OMol25 dataset).

Total charge: -1
SMILES: CCCC[SiH2]OC([O-])=C=C(C)C
Relative energy (zero: lowest compared OMol25 entry of this formula, charge and spin) (kcal/mol): 77.7
HOMO energy (eV): -2.942

```
29
C9H17O2Si | the OMol25 dataset | ωB97M-V/def2-TZVPD
C 2.963 -0.786 0.122
C 3.785 0.282 0.145
C 1.871 -1.525 -0.055
C 3.535 1.409 -0.908
C 5.018 0.542 0.893
C -4.107 1.118 0.339
C -4.066 -0.003 -0.596
C -3.288 -1.265 -0.212
C -1.701 -1.244 -0.465
O 1.436 -2.531 -0.619
O 0.833 -0.961 0.879
Si -0.563 -0.232 0.654
H 4.417 1.601 -1.463
H 3.292 2.340 -0.432
H 2.721 1.162 -1.628
H 5.076 1.399 1.588
H 5.839 0.666 0.103
H 5.349 -0.265 1.569
H -4.840 1.043 1.146
H -3.143 1.459 0.864
H -4.490 1.980 -0.111
H -3.358 0.483 -1.365
H -5.092 -0.397 -0.981
H -3.577 -1.478 0.893
H -3.668 -2.108 -0.763
H -1.414 -1.130 -1.528
H -1.264 -2.345 -0.245
H -0.253 1.190 0.332
H -1.309 -0.405 1.844
```

# C6H9NO

C6H9NO in the gas phase in a non-equilibrium geometry (ωB97M-V/def2-TZVPD, the OMol25 dataset).

Total charge: 0
SMILES: C=C[C@@]1(C)CC=NO1
Relative energy (zero: lowest compared OMol25 entry of this formula, charge and spin) (kcal/mol): 78.4
HOMO energy (eV): -9.536

```
17
C6H9NO | the OMol25 dataset | ωB97M-V/def2-TZVPD
C 1.066 -0.306 -1.699
C 0.271 -0.251 -0.333
C -0.848 -1.228 -0.199
C -1.771 -0.342 0.518
C 1.212 -0.342 0.796
C 1.664 0.790 1.342
H 1.970 0.322 -1.713
H 1.253 -1.354 -2.018
H 0.299 0.102 -2.317
H -1.384 -1.464 -1.194
H -0.574 -2.133 0.354
H -2.558 -0.663 1.088
H 1.771 -1.270 0.907
H 2.441 0.748 2.130
H 1.385 1.619 0.777
N -1.624 0.856 0.302
O -0.351 1.021 -0.335
```

# C30H44BrN3OsP2

A molecular structure, C30H44BrN3OsP2 in a non-equilibrium geometry (ωB97M-V/def2-TZVPD, the OMol25 dataset).

Total charge: +4
Spin multiplicity: 5
Relative energy (zero: lowest compared OMol25 entry of this formula, charge and spin) (kcal/mol): 0.0
HOMO energy (alpha / beta) (eV): -18.730 / -18.685

```
81
C30H44BrN3OsP2 | the OMol25 dataset | ωB97M-V/def2-TZVPD
C -3.559 -1.944 -3.401
C -2.249 -1.342 -3.568
C -1.805 -1.420 -4.903
C -2.578 -1.993 -5.931
N -3.784 -2.512 -5.753
C -4.277 -2.495 -4.512
C -1.529 -0.760 -2.364
C -1.902 -0.853 -1.077
C -2.449 -0.841 0.221
C -3.771 -0.470 0.588
C -4.173 -0.536 1.906
C -3.205 -0.722 2.887
C -1.846 -0.716 2.577
C -1.459 -0.929 1.257
Os -0.423 0.245 -1.155
P -0.564 2.427 0.019
H -0.847 -0.998 -5.163
H -4.099 -1.979 -2.449
H -2.235 -1.990 -6.965
H -5.308 -2.899 -4.409
H -0.446 -1.264 0.924
H -4.447 -0.134 -0.202
H -1.190 -0.610 3.426
H -5.245 -0.534 2.100
C 0.799 2.702 1.245
C 1.208 4.153 1.502
H 1.647 2.098 0.894
H 0.450 2.229 2.174
H 1.978 4.152 2.274
H 1.662 4.618 0.622
H 0.394 4.794 1.840
C -0.524 3.939 -1.099
C -1.599 3.855 -2.202
H 0.498 3.841 -1.568
H -0.543 4.934 -0.595
H -1.247 4.358 -3.117
H -1.728 2.790 -2.461
H -2.604 4.240 -1.947
C -2.105 2.882 0.992
C -2.229 4.309 1.558
H -2.200 2.152 1.803
H -2.939 2.684 0.308
H -3.274 4.476 1.856
H -1.573 4.456 2.425
H -2.007 5.066 0.788
Br -3.733 -0.769 4.657
P 1.701 -0.356 -1.157
C 2.701 1.118 -1.667
C 4.117 1.170 -1.175
H 2.109 2.011 -1.401
H 2.684 1.089 -2.757
H 4.605 2.030 -1.680
H 4.188 1.331 -0.088
H 4.736 0.285 -1.444
C 2.432 -0.861 0.528
C 3.505 -1.932 0.497
H 1.637 -1.185 1.219
H 2.792 0.033 1.057
H 3.663 -2.365 1.495
H 3.164 -2.761 -0.129
H 4.478 -1.540 0.132
C 2.105 -1.562 -2.492
C 3.329 -1.303 -3.392
H 1.210 -1.530 -3.125
H 2.132 -2.603 -2.123
H 3.305 -2.075 -4.178
H 3.286 -0.312 -3.869
H 4.298 -1.347 -2.862
N 1.979 -0.956 4.346
C 1.358 -2.158 4.118
C 1.189 -3.105 5.140
C 0.884 -4.425 4.834
C 0.589 -4.730 3.488
C 0.657 -3.690 2.560
N 0.932 -2.402 2.853
H 2.103 -0.287 3.588
H 2.171 -0.648 5.290
H 1.407 -2.775 6.154
H 0.841 -5.197 5.587
H 0.332 -5.730 3.140
H 0.441 -3.917 1.509
```

# C19H29AsBaO3S3

A molecular structure, C19H29AsBaO3S3 in a non-equilibrium geometry (ωB97M-V/def2-TZVPD, the OMol25 dataset).

Total charge: +2
Relative energy (zero: lowest compared OMol25 entry of this formula, charge and spin) (kcal/mol): 66.8
HOMO energy (eV): -14.441

```
56
C19H29AsBaO3S3 | the OMol25 dataset | ωB97M-V/def2-TZVPD
Ba 0.146 -2.203 -0.071
O 2.009 -0.472 -0.061
S 2.409 0.991 0.125
C 1.015 1.831 -0.730
C 0.365 3.121 -0.242
C -0.530 3.048 1.015
C -1.268 1.741 1.267
S -2.869 1.329 0.494
O -2.772 -0.178 0.419
C -2.566 1.896 -1.168
C -2.979 3.151 -1.581
C -2.680 3.543 -2.881
C -2.003 2.679 -3.736
C -1.626 1.409 -3.311
C -1.921 1.019 -2.015
C 2.092 1.388 1.829
C 1.365 0.499 2.598
C 1.059 0.834 3.904
C 1.495 2.053 4.413
C 2.263 2.915 3.640
C 2.581 2.582 2.329
H 0.277 1.033 -0.765
H 1.386 1.961 -1.748
H -0.238 3.442 -1.097
H 1.108 3.907 -0.096
H -1.227 3.889 0.983
H 0.081 3.213 1.902
H -1.473 1.613 2.331
H -0.668 0.877 0.977
H -3.524 3.808 -0.914
H -2.991 4.517 -3.234
H -1.786 2.991 -4.749
H -1.127 0.734 -3.993
H -1.704 0.052 -1.575
H 1.149 -0.450 2.132
H 0.498 0.150 4.527
H 1.260 2.320 5.435
H 2.626 3.842 4.064
H 3.190 3.242 1.722
O -1.279 -1.467 2.137
H -1.465 -2.194 2.746
H -2.144 -1.186 1.758
C 2.391 -4.024 -0.637
As 0.626 -5.072 -0.855
C 1.036 -6.755 -1.567
C -0.498 -4.057 -2.282
S -0.425 -5.033 0.988
H 3.196 -4.714 -0.877
H 2.469 -3.711 0.405
H 2.435 -3.177 -1.320
H 1.545 -6.622 -2.521
H 0.102 -7.300 -1.691
H 1.673 -7.272 -0.851
H -0.752 -4.775 -3.056
H 0.079 -3.245 -2.723
H -1.412 -3.713 -1.794
```

# C21H25FN3

2 unconnected molecules or ions with the total composition C21H25FN3 in a non-equilibrium geometry (ωB97M-V/def2-TZVPD, the OMol25 dataset).

Total charge: +1
Relative energy (zero: lowest compared OMol25 entry of this formula, charge and spin) (kcal/mol): 5.9
HOMO energy (eV): -9.826

```
50
C21H25FN3 | the OMol25 dataset | ωB97M-V/def2-TZVPD
C 2.063 -0.693 1.137
N 3.083 -0.446 0.135
C 4.065 -1.485 -0.049
C 5.317 -0.901 -0.639
C 5.016 -0.107 -1.873
N 3.893 0.791 -1.673
C 3.848 1.919 -2.602
C 2.423 2.392 -2.756
C 1.728 2.477 -1.405
N 1.724 1.208 -0.716
C 2.872 0.550 -0.788
H 1.471 0.216 1.257
H 1.396 -1.511 0.842
H 2.554 -0.978 2.078
H 4.266 -1.933 0.925
H 3.654 -2.263 -0.715
H 5.831 -0.266 0.089
H 5.999 -1.712 -0.895
H 5.891 0.494 -2.153
H 4.778 -0.771 -2.724
H 4.504 2.736 -2.247
H 4.241 1.603 -3.573
H 2.429 3.376 -3.238
H 1.869 1.678 -3.383
H 2.261 3.255 -0.817
H 0.673 2.791 -1.524
F -7.238 1.502 1.149
C -5.887 1.728 1.182
C -5.452 3.046 1.295
C -4.067 3.246 1.327
C -3.173 2.189 1.220
C -3.616 0.836 1.048
C -2.613 -0.165 0.931
C -2.803 -1.573 1.013
C -1.625 -2.387 1.132
C -1.695 -3.771 1.180
C -2.934 -4.432 1.142
C -4.105 -3.669 1.082
C -4.052 -2.283 1.031
C -5.037 0.645 1.060
H -6.172 3.871 1.339
H -3.691 4.260 1.417
H -2.102 2.371 1.275
H -1.584 0.195 0.895
H -0.663 -1.885 1.195
H -0.781 -4.358 1.226
H -2.990 -5.528 1.138
H -5.071 -4.170 1.053
H -4.998 -1.760 1.006
H -5.500 -0.331 0.974
```